(1)
17
Properties=species:S:1:pos:R:3:forces:R:3:nbo_charge:R:1 method="wB97M-V/def2-TZVPD" homo_ev=-14.829 relative_energy_ev=3.986 e_tot_ha=-326.135323 largest_force_ev_per_a=5.07 total_charge=+1 lumo_ev=-3.58 gap_ev=11.25
C -2.48599 -0.46014 0.14513 -0.5948 2.5965 -2.5780 -0.37
C -2.21100 1.03925 0.18796 -0.0103 -0.3270 3.4358 -0.39
C -1.17495 0.08267 -0.33894 2.0136 -0.9470 1.3157 -0.33
C 0.01295 -0.25352 0.47628 3.2137 -0.7078 1.6801 0.27
C 3.10328 -0.38912 0.26473 -3.5426 -0.5502 3.5811 0.23
N 1.23877 -0.18501 -0.01095 -1.3486 -0.4713 1.0598 -0.58
O 3.65337 0.72398 -0.08885 -0.1294 0.1104 1.3555 -0.59
H -2.53013 -0.99479 1.01598 -0.0484 -1.1652 2.0458 0.23
H -3.10990 -0.78355 -0.67978 -0.1335 -0.1555 0.3024 0.24
H -2.53404 1.66373 -0.53307 -1.5444 1.3336 -2.8744 0.23
H -2.28510 1.77054 1.11124 1.0943 -2.3775 -1.2134 0.26
H -0.93163 -0.02976 -1.39940 -0.3715 0.6027 0.2201 0.24
H 0.08546 -0.63991 1.57850 -1.1393 0.8916 -1.9407 0.23
H 3.15507 -1.36081 -0.24352 0.4809 0.6527 -0.1075 0.22
H 2.85355 -0.40882 1.39695 1.4709 -0.2965 -1.9622 0.22
H 1.20073 0.12758 -0.92852 0.0050 0.8273 -2.3974 0.36
H 3.85787 0.80608 -0.99590 0.5844 -0.0167 -1.9225 0.51

=====

(2)
13
Properties=species:S:1:pos:R:3:forces:R:3:nbo_charge:R:1 method="wB97M-V/def2-TZVPD" homo_ev=-8.229 relative_energy_ev=4.621 e_tot_ha=-340.625084 largest_force_ev_per_a=3.67 total_charge=0 lumo_ev=0.47 gap_ev=8.70
C 2.03593 0.38614 -0.47970 -0.7958 1.8876 1.0511 0.36
C 0.09654 -0.76805 0.32947 2.2738 1.8638 -2.2013 0.56
C -0.54076 -1.85912 0.55532 -0.0230 -1.5924 1.4412 -0.63
C -1.35189 1.11525 -0.27834 1.3216 -0.5311 1.0857 -0.39
N 1.08633 1.23550 -0.22824 0.1615 0.2937 0.3742 -0.38
N -0.07427 0.53204 0.18563 1.0351 0.2490 -1.1178 -0.32
O 1.90479 -0.87930 -0.33334 -2.2957 -0.4349 1.0544 -0.55
H 2.95881 0.95501 -0.60631 0.3446 -0.9401 -0.7588 0.20
H 0.04762 -2.74729 0.51668 -0.0940 -0.7413 -0.4948 0.26
H -1.35638 -1.83177 1.25667 -0.3092 -0.0016 0.0493 0.25
H -1.30014 1.61561 -1.23874 0.0071 -1.0369 -0.7157 0.22
H -2.00833 0.29078 -0.03331 -1.0204 0.4256 -0.8042 0.21
H -1.49825 1.95519 0.35420 -0.6056 0.5586 1.0368 0.21

=====

(3)
55
Properties=species:S:1:pos:R:3:forces:R:3:nbo_charge:R:1 method="wB97M-V/def2-TZVPD" homo_ev="-9.695 / -11.235" e_tot_ha=-2172.508133 spin_multiplicity=3 largest_force_ev_per_a=0.66 total_charge=+1 lumo_ev="-3.12 / -5.37" gap_ev="6.57 / 5.86"
Au 2.58890 0.12232 -0.26678 -0.2062 0.4367 -0.2777 0.65
N 5.44296 -0.40417 3.12350 0.0227 0.0402 -0.0970 -0.71
C 4.51964 -0.46323 2.16805 0.2711 0.1033 -0.0140 0.24
S 4.83031 0.19239 0.63697 -0.1373 -0.1167 0.3193 -0.15
N 3.39013 -1.13000 2.62296 -0.1689 -0.2908 -0.3790 -0.23
N 2.51291 -1.38565 1.68779 0.3121 0.2142 -0.0113 -0.27
C 1.67104 -2.35249 1.87145 -0.5440 -0.2973 0.1075 0.13
C 0.47519 -2.56085 1.09668 0.5604 0.3420 0.0424 0.09
C -0.39924 -3.49249 1.50055 -0.3086 -0.2279 0.0405 -0.03
C -1.69630 -3.54009 0.74039 -0.0256 -0.0003 0.0549 -0.30
C -1.29213 -3.57249 -0.72228 0.0025 -0.0063 0.0181 -0.18
C -0.40315 -2.66758 -1.08986 0.0537 0.0762 0.0594 -0.01
N 0.13933 -1.79281 -0.07002 -0.0344 0.1460 -0.0030 -0.54
H 6.32858 0.03955 2.94740 0.0001 -0.0051 0.0203 0.42
H 5.27713 -0.86808 4.00271 -0.0275 0.0234 0.0098 0.42
H 1.87001 -3.06038 2.67495 -0.0893 0.0370 0.0466 0.21
H -0.19106 -4.16040 2.32829 -0.0030 -0.0031 -0.0414 0.23
H -2.26454 -4.42598 1.00897 -0.0194 0.0024 -0.0072 0.24
H -1.72084 -4.28662 -1.41205 0.0098 -0.0175 0.0324 0.24
H -0.03563 -2.53251 -2.09939 -0.0072 0.0187 0.0159 0.22
O 2.53324 -1.40519 -2.84290 0.0246 -0.0434 -0.1513 -0.46
C 2.02124 -0.45666 -2.35988 -0.1957 0.2237 0.1973 0.41
C 0.93173 0.39049 -2.95886 0.3533 -0.2929 0.2723 -0.21
C 0.81133 0.46548 -4.33858 -0.0814 0.0332 -0.1850 -0.15
C -0.13745 1.31406 -4.89103 0.0777 -0.0749 0.0707 -0.18
C -0.95792 2.06451 -4.05931 -0.0379 0.0316 0.0468 -0.17
C -0.84552 1.96896 -2.67725 -0.0759 0.0221 -0.0165 -0.22
C 0.10453 1.12733 -2.11241 0.0333 0.0741 0.1210 -0.25
P 0.36799 0.93373 -0.31681 0.0511 -0.3011 -0.2994 0.91
C -0.69721 -0.52322 0.18844 0.0392 -0.0885 0.0179 -0.22
C -2.00919 -0.60221 -0.58853 0.0546 0.0560 0.0760 -0.24
C -2.93061 -1.43562 -0.13790 0.0007 -0.0570 0.0660 -0.13
C -2.61819 -2.24620 1.09944 0.0314 -0.0249 -0.0125 -0.29
C -1.95487 -1.31838 2.10422 -0.0098 -0.0364 -0.0654 -0.14
C -1.04503 -0.45798 1.67405 0.0008 -0.0569 -0.0923 -0.23
C -0.36180 2.39422 0.44858 0.0310 0.0984 0.0010 -0.43
C -1.72706 2.51946 0.71412 -0.0345 0.0047 0.0006 -0.14
C -2.21944 3.69120 1.26860 0.0314 -0.0223 -0.0101 -0.22
C -1.35846 4.74346 1.55373 0.0067 0.0036 0.0006 -0.17
C -0.00074 4.62447 1.29425 -0.0189 -0.0379 -0.0069 -0.20
C 0.49753 3.44970 0.74913 0.0224 0.0458 0.0226 -0.17
H 1.47064 -0.12282 -4.96374 -0.0062 0.0071 0.0068 0.24
H -0.22925 1.39659 -5.96562 -0.0033 0.0001 0.0066 0.23
H -1.69048 2.73532 -4.48899 0.0047 -0.0055 0.0088 0.23
H -1.49286 2.55959 -2.04031 0.0110 0.0129 -0.0184 0.23
H -2.13685 -0.02555 -1.49534 -0.0040 -0.0180 0.0271 0.23
H -3.87250 -1.58007 -0.65226 0.0177 -0.0101 0.0077 0.23
H -3.53544 -2.64966 1.52174 -0.0069 0.0113 0.0265 0.24
H -2.23095 -1.37860 3.14970 -0.0036 -0.0108 -0.0119 0.23
H -0.52500 0.22663 2.33297 0.0007 0.0117 -0.0187 0.24
H -2.41040 1.70728 0.49661 0.0148 0.0026 -0.0022 0.22
H -3.27714 3.78320 1.47816 0.0102 -0.0031 -0.0082 0.23
H -1.74817 5.65699 1.98372 0.0058 -0.0113 -0.0026 0.23
H 0.67076 5.44126 1.52294 -0.0009 -0.0098 -0.0072 0.23
H 1.56034 3.34978 0.55905 -0.0051 -0.0095 -0.0040 0.23

=====

(4)
16
Properties=species:S:1:pos:R:3:forces:R:3:nbo_charge:R:1 method="wB97M-V/def2-TZVPD" homo_ev=-4.403 relative_energy_ev=4.349 e_tot_ha=-437.645643 largest_force_ev_per_a=4.78 total_charge=-1 lumo_ev=3.57 gap_ev=7.97
C 0.31291 0.95759 0.26546 -0.5880 0.2291 -0.6303 -0.24
C 0.55893 -0.21911 1.16819 -1.9260 -0.3324 1.1842 -0.44
C -0.23585 -0.50778 2.36217 0.9075 2.5916 3.9116 0.32
O -0.04506 -1.45195 3.10870 0.2000 -0.8889 -0.1116 -0.62
N -0.86639 0.72775 -0.59922 0.4050 -0.5567 -0.1273 -0.70
C -0.60876 0.99801 -2.03334 -0.4387 -0.0373 0.2317 0.86
O -0.95853 0.06146 -2.77845 -0.1235 0.0535 -0.1409 -0.80
O -0.10273 2.09370 -2.28277 0.4698 0.5442 -0.1708 -0.78
H 0.15427 1.88859 0.80622 0.1324 0.1114 0.2867 0.18
H 1.18054 1.10433 -0.37681 0.2108 0.0752 0.1081 0.21
H -0.38711 -0.93338 1.05106 1.5960 -0.8407 -2.7506 0.28
H 1.56175 -0.56313 1.40444 -0.2012 -0.8394 -0.9457 0.25
H 0.60589 -2.40570 -2.23539 0.0796 -0.0800 0.0515 -0.02
H -0.92985 0.24829 2.79300 -0.5470 0.0617 -1.1312 0.13
H 0.80863 -1.73180 -1.99991 -0.0487 0.0089 -0.0477 0.02
H -1.04863 -0.26689 -0.65335 -0.1280 -0.1001 0.2823 0.35